# 1
This record from OMol25 describes 7 unconnected molecules or ions with the total composition C33H86N6O10 at a distorted geometry. The level of theory is ωB97M-V/def2-TZVPD.

Structure (XYZ):
```
135
C33H86N6O10 ωB97M-V/def2-TZVPD
C -3.5030 -3.1522 6.1617
C -2.7202 -3.9928 7.1701
C -1.3113 -3.4558 7.2991
O -3.2986 -3.8287 8.4632
H -3.4486 -3.5685 5.1488
H -3.1523 -2.1224 6.1295
H -4.5754 -3.1792 6.3753
H -2.6993 -5.0253 6.8080
H -0.8292 -3.3307 6.3262
H -0.6867 -4.0720 7.9452
H -1.3311 -2.4492 7.7242
H -4.1913 -4.1859 8.4347
C -2.6081 -7.8957 -7.2179
O -2.4336 -7.6588 -5.8559
C -1.2383 -8.2367 -5.3565
C -1.1849 -8.0124 -3.8568
N -1.1520 -6.5955 -3.5482
C -1.6886 -6.2755 -2.2424
C -0.9745 -5.1012 -1.6072
O -1.7300 -4.6180 -0.5331
C -1.0284 -3.6598 0.2381
H -3.5579 -7.4782 -7.5369
H -2.6261 -8.9754 -7.4370
H -1.7710 -7.4780 -7.7948
H -0.3754 -7.7385 -5.8243
H -1.2196 -9.3061 -5.5949
H -0.3006 -8.5609 -3.5048
H -2.0405 -8.5355 -3.3989
H -1.6971 -6.1774 -4.2950
H -1.4570 -7.1380 -1.6017
H -2.7811 -6.1978 -2.2100
H -0.7713 -4.3206 -2.3634
H 0.0397 -5.4257 -1.3228
H -1.7423 -3.1144 0.8510
H -0.5794 -2.9106 -0.4318
H -0.2429 -4.1315 0.8338
C -2.8856 8.2041 -7.6146
O -3.2905 8.9927 -6.5224
C -4.5321 8.6258 -5.9677
C -4.4488 7.3844 -5.1432
N -3.4774 7.5698 -4.0576
C -3.1998 6.3170 -3.3442
C -2.5057 6.6595 -2.0602
O -2.1993 5.4888 -1.3499
C -1.5052 5.7506 -0.1751
H -2.1020 7.4935 -7.3330
H -2.4911 8.8213 -8.4271
H -3.7219 7.6577 -8.0664
H -5.3314 8.5749 -6.7251
H -4.8981 9.4818 -5.3875
H -4.1312 6.5569 -5.8021
H -5.4039 7.1320 -4.6803
H -2.6172 7.8856 -4.4939
H -2.4795 5.7048 -3.9097
H -4.1226 5.7648 -3.1858
H -3.1254 7.3030 -1.4075
H -1.6503 7.3305 -2.2479
H -1.3220 4.8190 0.3684
H -2.0959 6.3342 0.5479
H -0.5218 6.2092 -0.3331
C 7.4969 6.1375 2.1935
O 8.4475 5.2124 1.7180
C 8.2882 3.9077 2.2572
C 6.9461 3.2889 1.9996
N 6.6978 3.1926 0.5809
C 5.4106 2.5977 0.2585
C 4.1678 3.3625 0.6591
O 4.0491 4.4433 -0.2501
C 2.9311 5.2615 0.0167
H 7.2040 5.9427 3.2318
H 6.5693 6.0848 1.6002
H 7.8904 7.1455 2.0939
H 8.6034 3.8792 3.3079
H 9.0355 3.3058 1.7291
H 6.1748 3.7987 2.5983
H 7.0119 2.2610 2.3767
H 6.7057 4.1112 0.1465
H 5.3150 1.5744 0.6330
H 5.3503 2.5385 -0.8322
H 4.1374 3.7473 1.6844
H 3.2913 2.7124 0.5063
H 2.0168 4.6700 -0.1306
H 2.9582 6.0883 -0.6894
H 2.9279 5.6796 1.0310
C 1.0293 -0.5176 4.2419
C -0.1696 -0.9825 3.4013
C -0.1556 -0.3291 2.0412
O -0.1801 1.0581 2.1765
C -0.2195 1.7058 0.9262
N -0.2149 -2.4262 3.2505
H 1.0979 0.5699 4.2943
H 1.9706 -0.8282 3.7703
H 1.0015 -0.9581 5.2386
H -1.0686 -0.7117 3.9635
H -1.0358 -0.6741 1.4635
H 0.6795 -0.7071 1.4209
H 0.6582 1.3846 0.3560
H -0.1688 2.7874 1.0737
H -1.1577 1.6174 0.3627
H 0.3217 -2.7859 2.4755
H -0.0698 -2.9844 4.0750
C 5.2895 -3.5654 2.4785
C 5.5276 -2.5676 1.3624
C 4.2431 -1.8917 0.9621
O 4.5351 -0.8607 0.0557
C 3.3965 -0.1702 -0.3655
N 6.5519 -1.6044 1.7621
H 5.0669 -3.0907 3.4352
H 6.1645 -4.2039 2.6127
H 4.4447 -4.2346 2.2773
H 5.8867 -3.1178 0.4799
H 3.7149 -1.4787 1.8358
H 3.6226 -2.6604 0.4806
H 3.7072 0.7052 -0.9324
H 2.8922 0.2334 0.5319
H 2.6496 -0.7357 -0.9340
H 7.4773 -1.9882 1.6282
H 6.4979 -0.7609 1.2038
C -6.1329 -4.1270 0.3226
C -5.4810 -2.9668 -0.4254
C -4.9844 -1.9197 0.5835
O -3.9638 -1.1338 -0.0201
C -3.7239 0.0520 0.6873
N -4.3847 -3.5116 -1.2567
H -6.8512 -4.6347 -0.3194
H -6.7123 -3.7354 1.1672
H -5.3821 -4.8285 0.6777
H -6.1592 -2.4850 -1.1333
H -4.5267 -2.4723 1.4165
H -5.8283 -1.3025 0.9035
H -2.8948 0.5806 0.2112
H -3.4465 -0.1236 1.7345
H -4.5840 0.7336 0.6562
H -3.6069 -3.7381 -0.6365
H -3.9838 -2.7140 -1.7515
```

Results
F_max = 1.617 eV/A
energy relative to the best compared isomer or geometry (same formula, charge and spin) = 0.0 kJ/mol
highest occupied orbital energy = -8.9 eV
net charge = 0

# 2
This record from OMol25 describes 11 unconnected molecules or ions with the total composition C33H88O11 at a distorted geometry. The level of theory is ωB97M-V/def2-TZVPD.

Structure (XYZ):
```
132
C33H88O11 ωB97M-V/def2-TZVPD
C 5.0634 0.3109 -0.5812
C 4.4573 0.1157 -1.9564
C 4.0229 -1.3368 -2.2207
O 3.2606 0.9121 -2.0183
H 4.3939 -0.0180 0.2179
H 5.3505 1.3554 -0.4870
H 5.8917 -0.3821 -0.3968
H 5.0675 0.4864 -2.7792
H 3.6267 -1.3602 -3.2391
H 3.1773 -1.5804 -1.5740
H 4.7842 -2.1100 -2.1197
H 2.6930 0.6384 -1.2701
C 0.5710 1.4344 -6.1106
C 1.6245 1.3106 -5.0365
C 2.9181 2.0432 -5.3755
O 1.0993 1.9118 -3.8273
H 1.0284 1.2911 -7.0872
H 0.2479 2.4781 -6.0354
H -0.3065 0.8186 -5.9268
H 1.8178 0.2513 -4.8194
H 2.8452 3.1170 -5.1999
H 3.2256 1.9646 -6.4255
H 3.7866 1.6661 -4.8334
H 1.7859 1.6933 -3.1745
C 2.0732 0.9057 3.3018
C 3.5332 0.4865 3.0057
C 4.4334 1.6334 2.6144
O 4.1004 -0.1223 4.1687
H 1.4968 0.7602 2.3869
H 2.0450 1.9691 3.5449
H 1.6451 0.3641 4.1421
H 3.4987 -0.2893 2.2281
H 3.9172 2.3763 2.0036
H 5.4114 1.3221 2.2603
H 4.5836 2.1898 3.5480
H 3.4273 -0.3369 4.8128
C -3.6044 2.9452 2.1454
C -4.2252 3.1301 3.4992
C -4.6392 1.8764 4.2439
O -3.2349 3.7865 4.3405
H -4.3153 2.5725 1.4028
H -2.7104 2.3190 2.1760
H -3.2314 3.8987 1.7606
H -5.0513 3.8444 3.4224
H -5.4066 1.3645 3.6598
H -5.0480 2.1635 5.2099
H -3.7942 1.2003 4.3710
H -3.1364 4.6942 4.0388
C -0.3867 -0.2101 -1.9651
C -0.0340 0.3857 -0.5704
C -1.1208 0.0291 0.4470
O 1.2340 -0.1340 -0.1340
H -0.9851 0.5837 -2.4274
H -1.1203 -1.0133 -1.8668
H 0.4721 -0.3955 -2.5978
H 0.0275 1.4642 -0.7067
H -0.8414 -0.9009 0.9489
H -2.1330 -0.0417 0.0529
H -1.1338 0.7504 1.2701
H 1.0316 -1.0016 0.2396
C 1.3629 -4.5838 2.4071
C 1.8220 -3.2799 1.7763
C 3.2460 -3.3862 1.2896
O 1.0053 -3.0479 0.6134
H 1.8833 -4.8882 3.3123
H 1.4136 -5.4023 1.6870
H 0.2895 -4.4303 2.5762
H 1.7268 -2.3875 2.4037
H 3.6747 -2.4303 0.9790
H 3.4257 -4.1189 0.5020
H 3.8842 -3.7233 2.1136
H 0.0751 -3.2042 0.8075
C 1.8155 4.7979 3.1347
C 0.6558 4.8943 2.1574
C 0.0833 3.5352 1.7155
O -0.4161 5.5495 2.8878
H 1.6089 4.1416 3.9777
H 1.9023 5.8032 3.5540
H 2.7575 4.5531 2.6457
H 0.8758 5.5126 1.2833
H -0.0225 2.8664 2.5711
H 0.8279 3.0655 1.0613
H -0.8891 3.6087 1.2349
H -0.9330 6.0139 2.2227
C -2.7827 4.6616 -3.7182
C -2.4189 3.2564 -3.2640
C -3.6161 2.4225 -2.7743
O -1.7784 2.5522 -4.3175
H -3.1678 5.2951 -2.9159
H -3.6466 4.5791 -4.3824
H -1.9154 5.1015 -4.2027
H -1.7406 3.2349 -2.4037
H -3.2771 1.5171 -2.2581
H -4.3403 2.0860 -3.5118
H -4.0330 2.9691 -1.9218
H -0.8187 2.6470 -4.2786
C -0.9902 -2.1262 -4.9375
C -0.9393 -3.6414 -4.9215
C -2.1740 -4.2886 -4.2542
O -0.6395 -4.2609 -6.1611
H -0.0272 -1.7094 -5.2476
H -1.0866 -1.6666 -3.9538
H -1.8186 -1.8349 -5.5907
H -0.1379 -3.9035 -4.2187
H -2.8103 -4.5336 -5.1089
H -2.7572 -3.6223 -3.6165
H -1.9353 -5.1243 -3.5988
H -0.9176 -3.6211 -6.8303
C -2.6562 -5.7771 0.3475
C -2.3905 -4.2912 0.0820
C -3.3758 -3.6440 -0.9059
O -2.1846 -3.5627 1.3091
H -2.4875 -6.3292 -0.5790
H -3.6998 -5.9517 0.6194
H -1.9517 -6.1252 1.0994
H -1.3647 -4.1826 -0.2977
H -4.2231 -3.3823 -0.2636
H -3.5853 -4.3873 -1.6667
H -2.9893 -2.7047 -1.2955
H -2.9720 -3.7523 1.8437
C -1.2595 -1.2333 3.8332
C -0.9972 -1.2844 5.3404
C 0.1712 -2.2286 5.6366
O -0.8039 0.0649 5.7545
H -0.5829 -0.4522 3.4824
H -2.2517 -0.8536 3.5757
H -1.1642 -2.1925 3.3248
H -1.9030 -1.5830 5.8912
H -0.1482 -3.2580 5.5046
H 0.5840 -2.1045 6.6418
H 0.9586 -1.8824 4.9589
H -0.2402 0.0672 6.5366
```

Results
F_max = 2.750 eV/A
energy relative to the best compared isomer or geometry (same formula, charge and spin) = 259.3 kJ/mol
highest occupied orbital energy = -9.8 eV
net charge = 0